ORCA calculation (ωB97M-V/def2-TZVPD) on 2 unconnected molecules or ions with the total composition H5N2PS at a distorted geometry.

Geometry (Å):
S 0.550 -2.353 1.121
P 0.113 0.075 -0.926
N 1.040 1.243 -0.208
N -1.387 0.587 -0.444
H -2.159 0.000 -0.720
H 0.723 1.746 0.608
H 0.599 -3.399 0.318
H -1.520 1.000 0.469
H 2.041 1.102 -0.217

The strongest force on any atom is 0.035 hartree/bohr. The value obtained for the LUMO energy is -0.5 eV. The spin multiplicity is 1. For the HOMO energy, the calculation gives -7.4 eV. The relative energy (zero: lowest compared OMol25 entry of this formula, charge and spin) comes out at 1.303 eV. The energy is -852.0235 hartree. Its gap between HOMO and LUMO is 0.2536 Eh.

=====

ORCA calculation (ωB97M-V/def2-TZVPD) on a single C5H10O2 molecule.

Geometry (Å):
O -2.216 -0.329 -2.082
O 1.318 0.871 0.799
C 1.034 -0.407 0.769
C -1.236 -1.039 0.047
C 2.614 1.228 0.300
C -0.390 -0.569 1.245
C -1.488 0.091 -0.946
H -0.710 -1.859 -0.462
H -1.656 -0.942 -2.575
H 2.482 1.731 -0.663
H -0.533 0.559 -1.235
H 3.213 0.322 0.182
H -0.817 0.346 1.683
H -2.094 0.871 -0.473
H -0.390 -1.359 2.006
H -2.199 -1.434 0.390
H 3.068 1.919 1.014

The strongest force on any atom is 0.011 hartree/bohr. The value obtained for the LUMO energy is 0.9 eV. The spin multiplicity is 1. For the HOMO energy, the calculation gives -8.6 eV. The relative energy (zero: lowest compared OMol25 entry of this formula, charge and spin) comes out at 3.943 eV. The energy is -346.8805 hartree. Its gap between HOMO and LUMO is 0.3466 Eh.

=====

ORCA calculation (ωB97M-V/def2-TZVPD) on a molecular structure, C11H6LaN2O4S at a distorted geometry.

Geometry (Å):
La -0.173 0.085 -1.943
S 1.674 -1.376 2.146
O -0.143 -3.069 -2.342
O -2.920 0.069 -3.925
O 2.561 0.123 -3.922
O -0.211 3.264 -2.339
N 2.346 -1.908 -0.415
N 0.498 -0.473 0.029
C -1.238 0.991 1.073
C -0.178 0.104 1.143
C 1.523 0.114 -3.332
C -1.877 0.079 -3.332
C -0.164 -1.873 -2.367
C -0.196 2.071 -2.355
C -1.230 1.100 3.497
C -1.755 1.484 2.259
C -0.164 0.204 3.566
C 0.344 -0.278 2.379
C 1.510 -1.271 0.420
H -2.592 2.192 2.226
H 0.269 -0.108 4.514
H 3.112 -2.502 -0.063
H -1.647 1.500 4.423
H -1.641 1.292 0.102
H 2.291 -1.811 -1.440

The strongest force on any atom is 0.365 hartree/bohr. Its total charge is +3. The value obtained for the LUMO energy (spin up / spin down) is -13.7 / -14.7 eV. The spin multiplicity is 1. For the HOMO energy (spin up / spin down), the calculation gives -20.5 / -19.4 eV. The energy is -1261.4990 hartree. Its gap between HOMO and LUMO (spin up / spin down) is 0.2513 / 0.1725 Eh.

=====

ORCA calculation (ωB97M-V/def2-TZVPD) on a molecular structure, C22H23AuN3O3 at a distorted geometry.

Geometry (Å):
Au -0.382 0.173 0.106
O -1.255 3.065 0.278
O 6.079 -0.594 -4.440
O 4.258 -0.877 -5.662
N 1.819 -0.641 0.333
N -2.472 -0.589 -0.253
N 0.224 -0.521 2.599
C 2.327 -0.829 1.485
C 1.971 -0.451 -2.050
C -4.285 -2.080 0.173
C -0.253 2.354 -0.076
C 4.892 -0.737 -4.481
C -3.320 0.207 -0.910
C 0.008 -0.811 4.958
C 1.046 3.036 -0.295
C 2.140 -1.074 3.928
C -0.513 -0.539 3.701
C 4.042 -0.725 -3.242
C 4.690 -0.954 -2.032
C 2.676 -0.471 -3.243
C -1.182 4.509 0.466
C 3.993 -0.946 -0.840
C -4.659 -0.090 -1.064
C 1.529 -0.795 2.708
C -6.626 -1.607 -0.634
C 1.362 -1.079 5.075
C -5.176 -1.259 -0.513
C 2.621 -0.687 -0.840
C -2.957 -1.716 0.277
H 3.199 -1.292 3.975
H 4.540 -1.142 0.069
H -0.374 4.754 1.151
H 1.486 3.123 0.709
H 0.906 -0.252 -2.041
H -2.898 1.113 -1.325
H -1.568 -0.321 3.580
H -2.245 -2.347 0.794
H -5.294 0.589 -1.617
H 1.706 2.401 -0.879
H 2.140 -0.257 -4.160
H -4.620 -3.008 0.618
H 1.805 -1.293 6.038
H -1.041 5.000 -0.493
H -6.774 -2.685 -0.614
H -7.185 -1.178 0.201
H 3.327 -1.095 -5.538
H -7.051 -1.212 -1.555
H 0.994 4.034 -0.734
H -0.644 -0.806 5.820
H 3.382 -1.040 1.642
H -2.141 4.781 0.893
H 5.755 -1.138 -2.048

The strongest force on any atom is 0.020 hartree/bohr. Its total charge is +1. The value obtained for the LUMO energy is -3.5 eV. The spin multiplicity is 1. For the HOMO energy, the calculation gives -10.7 eV. The relative energy (zero: lowest compared OMol25 entry of this formula, charge and spin) comes out at 0.899 eV. The energy is -1377.5545 hartree. Its gap between HOMO and LUMO is 0.2671 Eh.

=====

ORCA calculation (ωB97M-V/def2-TZVPD) on 2 unconnected molecules or ions with the total composition C4H12NO2 at a distorted geometry.

Geometry (Å):
O -0.909 0.079 -2.326
O 2.298 2.613 0.015
N 0.616 -0.186 -0.558
C 0.071 -0.932 0.590
C -0.685 0.092 1.428
C -0.182 0.785 -1.499
C -0.864 -2.048 0.084
H 1.247 -0.661 -1.191
H -1.631 0.367 0.977
H -0.190 -2.688 -0.495
H -1.377 -2.547 0.912
H -0.769 -0.356 2.433
H -0.182 1.024 1.706
H -1.588 -1.601 -0.599
H 1.926 1.826 -0.446
H 0.536 1.471 -1.998
H 1.519 2.683 0.576
H -0.729 1.473 -0.743
H 0.894 -1.396 1.135

The strongest force on any atom is 0.052 hartree/bohr. Its total charge is -1. The value obtained for the LUMO energy is 4.0 eV. The spin multiplicity is 1. For the HOMO energy, the calculation gives -2.7 eV. The relative energy (zero: lowest compared OMol25 entry of this formula, charge and spin) comes out at 1.234 eV. The energy is -364.8101 hartree. Its gap between HOMO and LUMO is 0.2439 Eh.

=====

ORCA calculation (ωB97M-V/def2-TZVPD) on 2 unconnected molecules or ions with the total composition C8H10F3NOS at a distorted geometry.

Geometry (Å):
S 2.624 -1.233 -1.144
F -1.964 -3.382 -0.462
F 0.133 -3.450 -0.002
F -1.186 -1.933 1.071
O 0.120 -0.439 -2.422
N -0.848 0.731 -0.738
C 1.285 -0.523 -0.338
C 0.149 -0.139 -1.091
C -1.114 1.194 0.668
C 1.459 -0.658 1.044
C -1.969 0.972 -1.626
C 2.661 -1.232 1.416
C -0.906 -2.529 -0.136
C 3.501 -1.429 0.387
H 0.879 -0.432 1.929
H -1.542 1.516 -2.517
H 0.761 -1.119 -2.601
H -1.643 2.104 0.693
H -0.253 1.213 1.379
H 4.386 -2.128 0.375
H -1.912 0.563 1.086
H -2.803 1.633 -1.189
H 2.909 -1.506 2.402
H -2.435 0.108 -1.999

The strongest force on any atom is 0.069 hartree/bohr. The value obtained for the LUMO energy (spin up / spin down) is -0.7 / -0.7 eV. The spin multiplicity is 1. For the HOMO energy (spin up / spin down), the calculation gives -6.7 / -6.6 eV. The relative energy (zero: lowest compared OMol25 entry of this formula, charge and spin) comes out at 2.074 eV. The energy is -1138.4727 hartree. Its gap between HOMO and LUMO (spin up / spin down) is 0.2178 / 0.2169 Eh.

=====

ORCA calculation (ωB97M-V/def2-TZVPD) on a molecular structure, C16H31BaF3O3P2S at a distorted geometry.

Geometry (Å):
Ba -0.314 0.094 3.871
S -0.922 1.584 6.542
P -0.012 1.592 1.040
P 0.213 -1.563 1.058
F 0.261 1.272 8.963
F -0.382 -0.600 7.974
F 1.407 0.456 7.241
O -1.727 0.493 5.916
O 0.066 2.060 5.535
O -1.668 2.583 7.253
C 0.148 0.635 7.769
C 0.208 -2.564 4.671
C -1.773 0.877 -4.518
C 1.695 -0.669 -4.518
C -0.847 -3.041 0.894
C -1.364 -0.511 -5.080
C -1.609 2.317 0.562
C 1.872 -2.253 0.756
C -0.682 -1.405 -4.085
C 1.042 3.062 0.868
C 0.380 0.738 -0.565
C -0.733 1.610 -3.722
C 1.297 0.754 -4.994
C 0.587 1.572 -3.955
C 0.630 -1.462 -3.819
C -0.074 -0.724 -0.577
H -1.498 2.864 -0.379
H -2.362 1.531 0.436
H 1.006 -2.223 -3.125
H -2.309 -1.017 -5.344
H 0.469 -1.265 -1.371
H 1.261 2.222 -3.384
H 1.467 0.840 -0.722
H -1.371 -2.094 -3.580
H 0.858 3.545 -0.103
H -1.959 3.008 1.339
H 2.555 -0.561 -3.836
H 0.515 -3.374 3.984
H -1.134 2.312 -2.981
H 0.762 0.702 -5.953
H 2.108 -2.949 1.570
H 0.823 3.772 1.682
H 2.067 -1.232 -5.393
H -0.102 1.291 -1.389
H -0.627 -3.598 -0.027
H 2.098 2.766 0.939
H 2.247 1.279 -5.196
H -0.650 -3.671 1.775
H -0.803 -0.395 -6.019
H -1.903 -2.730 0.901
H 1.893 -2.779 -0.205
H -2.659 0.724 -3.880
H -1.155 -0.761 -0.795
H 2.607 -1.439 0.755
H 0.981 -2.391 5.447
H -0.772 -2.786 5.134
H -2.109 1.504 -5.365

The strongest force on any atom is 0.031 hartree/bohr. The value obtained for the LUMO energy is -0.1 eV. The spin multiplicity is 1. For the HOMO energy, the calculation gives -6.2 eV. The relative energy (zero: lowest compared OMol25 entry of this formula, charge and spin) comes out at 0.000 eV. The energy is -2259.9085 hartree. Its gap between HOMO and LUMO is 0.2249 Eh.